C2H18O6 | ωB97M-V/def2-TZVPD

Geometry as XYZ:
```
26
Properties=species:S:1:pos:R:3:forces:R:3:nbo_charge:R:1
H -0.3457 -4.6731 -5.7012 0.2482 -1.2680 0.7583 0.202
O 1.0300 -0.4560 -1.2567 -0.1661 4.5489 -0.6419 -0.948
O -0.3708 -0.8810 1.7676 -0.4898 -1.8695 2.6209 -0.930
H 1.3768 -4.3907 -3.8072 3.9230 -1.3262 -1.3420 0.204
H 0.0788 -0.5469 -1.1098 0.1238 -0.3244 0.0866 0.461
H -1.6053 0.8585 -0.1424 -0.7043 0.1652 0.6059 0.450
O -2.1464 0.6904 0.6561 -1.0518 1.2953 -2.2216 -0.946
H 3.3171 1.5918 -0.2030 1.1145 -0.8114 0.0199 0.474
H -0.6337 -0.3293 2.5417 0.6513 -0.0787 -0.6987 0.476
H -0.0150 -3.1778 -5.4622 0.6214 1.6789 -0.1757 0.207
H -0.1875 3.2230 4.8778 -1.4897 0.1421 -1.1417 0.491
H -0.5544 -1.7890 2.1828 0.4682 1.6388 -1.3052 0.479
O 2.5018 2.0289 -0.0625 -0.8185 1.4787 -1.3796 -0.957
H -1.4072 4.1928 4.6662 0.6046 -1.5893 -0.7613 0.494
H 2.1271 1.7444 0.7466 -0.4994 -0.6654 1.3455 0.487
H 0.2156 -4.6964 -2.8131 -1.5917 -0.9934 1.2223 0.209
C 0.4325 -4.1120 -3.6468 -0.2599 4.0652 1.2479 -0.615
H -0.0313 3.1023 1.4244 0.0960 1.0747 -0.9517 0.465
H -0.6940 2.7214 2.7806 1.6007 -0.8477 -2.1053 0.501
H -1.3980 -3.7748 -4.7389 -0.8697 0.1816 0.5366 0.204
C -0.3578 -3.9736 -4.8610 -1.3878 -0.6776 -2.2992 -0.621
H 0.6445 -3.0266 -3.2957 -0.6822 -1.6464 0.0661 0.209
H 1.0871 0.6350 -1.3762 0.1612 -4.2785 0.6134 0.482
H -1.5440 0.1822 1.1520 0.9367 -1.1247 0.8669 0.471
O -1.0143 3.3371 4.3157 0.7052 1.5428 2.2910 -0.953
O -0.1102 2.3640 1.9954 -1.2440 -0.3111 2.7427 -0.997
```
Positions in Å, forces in eV/Å.

Values from the calculation:
2S+1 = 1
HOMO level = -10.175 eV
largest force on an atom = 0.0894 Eh/bohr
orbital gap = 10.372 eV
SMILES = CC.O.O.O.O.O.O
relative energy (zero: lowest compared OMol25 entry of this formula, charge and spin) = 53.9 kcal per mole

***

C2H18O9Sn | ωB97M-V/def2-TZVPD

Geometry as XYZ:
```
30
Properties=species:S:1:pos:R:3:forces:R:3:nbo_charge:R:1
H 0.3046 0.2761 3.0091 -0.5739 1.4296 0.7847 0.497
O 0.6516 -0.4599 2.5431 0.4117 -2.9524 1.3123 -0.936
H -0.8924 -3.3379 0.8611 0.7465 -2.3493 -0.8906 0.483
O 1.8906 -1.9459 0.6231 1.6130 -0.3736 1.2684 -0.949
C 1.7416 2.0381 -0.7049 0.0695 -0.7747 -2.0153 -0.076
H -2.8214 0.9901 1.9871 0.4255 -0.3889 -0.5903 0.490
H -2.2364 -0.0699 -2.1099 0.8618 0.1126 0.6209 0.511
H -3.4824 0.0141 1.0411 -1.2481 -0.4653 -0.7930 0.480
H -0.7014 1.8741 -2.9259 -0.3582 0.7267 -0.2459 0.470
O 0.4456 -1.9089 -1.7949 -1.5742 0.0942 -0.6964 -0.942
H -3.4184 -0.7849 -1.6469 0.0063 -0.3994 0.6149 0.472
H 0.5016 -1.5079 -2.6699 -0.0070 0.2733 0.0955 0.498
O -1.1614 -2.4959 1.1221 -1.2829 1.0776 0.5629 -0.919
H 1.2566 3.4491 0.6761 -0.3081 1.6295 0.5763 0.152
H 1.5016 1.8771 1.3631 0.1535 -0.1193 0.3217 0.113
H 2.2316 -2.1899 1.5211 -0.7303 0.0411 -0.9975 0.469
O -0.4814 1.0421 -2.5329 -0.7220 -0.6839 -0.7620 -1.016
H -0.9084 -2.4129 2.0321 0.0236 0.0653 0.7644 0.470
Sn -0.3584 -0.3129 0.1581 1.4304 3.5456 -1.4919 1.473
O 1.5436 0.7141 -1.0329 -0.2204 -3.1120 1.2302 -0.998
H 1.2646 2.4101 -1.6139 0.1069 2.4471 0.3126 0.117
O -2.5194 -0.5949 -1.3329 -1.0942 0.2641 -1.5669 -0.961
H 2.8146 2.2681 -0.8129 -0.0322 0.3751 0.6902 0.144
O -2.6454 0.2231 1.4041 0.6687 0.9550 1.6751 -0.937
C 1.0296 2.4261 0.5411 -1.6979 -1.1162 -0.5194 -0.104
H 0.3646 1.1871 -2.0579 0.4119 -0.9475 0.4534 0.517
O -0.3894 2.1091 0.4231 1.8363 -0.9597 0.7359 -0.981
H 1.2856 -2.2819 -1.6259 1.5077 -0.4959 0.4159 0.486
H 2.6226 -1.3529 0.3651 -0.6659 0.2421 -0.5291 0.503
H 0.5666 -1.2409 3.1901 0.2419 1.8591 -1.3369 0.474
```
Positions in Å, forces in eV/Å.

Values from the calculation:
2S+1 = 1
HOMO level = -6.529 eV
largest force on an atom = 0.0798 Eh/bohr
orbital gap = 6.210 eV
relative energy (zero: lowest compared OMol25 entry of this formula, charge and spin) = 3.7 kcal per mole

***

C2H20O9Sr | ωB97M-V/def2-TZVPD

Geometry as XYZ:
```
32
Properties=species:S:1:pos:R:3:forces:R:3:nbo_charge:R:1
H -1.0500 0.6019 3.4119 0.0734 -0.1296 0.3843 0.508
H 4.2766 -0.3564 -1.1055 0.1114 -0.2392 -0.1137 0.504
O -3.1008 -0.9763 1.2511 0.1996 0.1073 0.1112 -0.989
H 1.4213 1.6010 -1.8559 -0.5281 -0.1677 0.1906 0.195
H 1.1482 -2.1685 -1.5288 0.2035 -0.1866 -0.3860 0.492
O -2.6186 -0.6327 -1.8878 0.3991 0.3723 0.4973 -0.982
H 1.3952 -1.9792 2.2090 0.4370 -0.0145 -0.0067 0.514
H -0.3508 -2.9070 -0.4350 0.2112 -0.3148 -0.0811 0.493
H -1.5479 -3.4017 0.3486 -0.2049 -0.3132 0.1553 0.509
H -3.6893 -0.2272 1.1578 -0.4298 0.2415 0.0764 0.498
Sr -0.8543 -0.3002 0.2844 0.0821 0.3336 -0.3681 1.853
H 2.0024 2.9172 -0.8606 -0.6274 0.2055 0.2634 0.209
H -1.7228 1.7155 2.6379 -0.1242 0.3478 0.1443 0.500
C 1.8262 1.8417 -0.8729 2.9112 -0.1237 -1.5135 -0.119
H 1.3101 1.9187 0.9298 -0.2716 -0.1320 0.4982 0.506
H -2.2959 2.5709 0.2791 -0.2891 0.2898 0.0758 0.500
O 0.9397 -1.2558 -1.3293 -1.1716 -0.2645 0.3145 -1.021
H -3.0125 -1.4476 -2.1994 -0.1157 -0.3676 -0.0212 0.504
H -3.6756 -1.7403 1.2035 -0.2045 -0.3238 -0.0260 0.510
O 1.0579 1.3597 0.1912 -0.0655 0.0811 0.2859 -0.775
H 3.6894 1.3888 0.1517 -0.1107 -0.1247 0.2592 0.178
H -0.0202 -1.9412 2.7448 -0.1660 -0.2500 0.3718 0.495
C 3.2849 1.3050 -0.8569 0.0933 0.0019 -0.2146 -0.097
H -1.6063 2.5262 -1.0679 0.0401 0.2380 -0.3593 0.509
H 3.9521 1.8963 -1.4841 -0.3796 0.4933 -0.1058 0.204
H 1.7710 -0.7922 -1.4300 1.2497 0.3925 -0.0411 0.523
O -1.1460 0.9593 2.5292 0.1145 -0.0491 -0.3117 -0.989
O -1.6423 2.0819 -0.2208 -0.1769 -0.1840 0.1351 -0.990
H -2.4266 -0.1387 -2.6849 -0.0564 0.1806 -0.3663 0.493
O 3.4028 -0.0407 -1.3470 -0.7837 0.2188 0.4375 -0.760
O -1.2191 -2.6419 -0.1318 -0.2562 -0.5690 -0.2229 -0.983
O 0.5011 -1.7365 1.9685 -0.1641 0.2500 -0.0627 -0.991
```
Positions in Å, forces in eV/Å.

Values from the calculation:
2S+1 = 1
HOMO level = -16.610 eV
largest force on an atom = 0.0639 Eh/bohr
orbital gap = 10.604 eV
net charge = +2
relative energy (zero: lowest compared OMol25 entry of this formula, charge and spin) = 6.6 kcal per mole

***

C2H23O10 | ωB97M-V/def2-TZVPD

Geometry as XYZ:
```
35
Properties=species:S:1:pos:R:3:forces:R:3:nbo_charge:R:1
O -4.0081 -0.0678 1.0353 0.7445 0.3194 -0.4013 -0.947
C -0.0791 -0.7898 -1.4907 -2.6626 0.7578 -2.2978 -0.630
O -0.2531 -2.3708 2.7043 -1.3099 -0.5646 2.7294 -0.951
H 0.3459 0.2312 -1.5797 -0.5095 -0.3792 0.3545 0.195
H 3.5129 -1.0538 -1.4377 0.3880 -0.8491 0.0544 0.458
O -2.0791 1.8052 -2.1787 -1.7839 -0.6614 -1.1595 -0.954
O -1.8731 1.9612 1.1373 0.4104 0.7160 0.7630 -0.945
O 1.8129 1.7482 0.1743 -0.0593 -0.2512 0.5111 -0.993
H -0.0841 -2.1578 1.8273 0.7790 1.0281 -2.4800 0.480
H 1.5209 0.8132 0.1503 0.1162 0.1436 0.6785 0.487
O 2.9289 -0.3128 -1.4047 0.2093 0.8532 -0.7973 -0.974
H -1.4621 1.1012 -2.0447 0.8332 -0.4827 0.4054 0.491
H 1.8189 -2.0438 0.7583 -2.8628 1.0852 -1.0778 0.489
H -3.7451 -0.9288 1.3513 0.0182 -0.3754 0.2021 0.483
H 0.3389 -3.0878 2.8793 0.6516 -0.5516 0.1838 0.465
H 0.6539 -1.4088 -1.9537 0.4815 -0.9502 -0.0473 0.198
O 0.4589 0.5492 2.7633 -0.3333 1.7087 -0.5071 -0.981
O 1.2539 2.7042 -2.1857 0.0025 1.8762 2.3165 -0.905
C -0.3671 -1.1178 -0.0567 -0.4670 0.4425 -1.7618 -0.059
H 0.3389 0.1832 1.8623 0.6036 -0.1442 0.4338 0.499
O 2.5159 -2.5728 1.0983 2.2957 -0.9999 0.7531 -1.003
H -4.9401 0.0302 1.1663 -0.6936 -0.0500 0.2061 0.471
H 0.7729 3.3062 -2.6957 -1.4159 2.2469 -0.6195 0.460
H -2.4411 1.1992 1.0603 -0.4473 -0.2503 -0.4085 0.487
H 0.5339 -0.1608 3.3653 0.0131 -1.4254 0.5200 0.455
H -0.6681 -2.1618 0.1263 -0.2229 -0.3876 -0.4218 0.107
H 1.3729 2.0982 -2.8357 1.2575 -3.7966 -2.6343 0.467
H 1.5049 2.0672 -0.6677 0.1288 0.3875 -0.0180 0.454
H 2.0529 -0.6488 -1.1847 0.1290 -0.1720 0.7229 0.495
H 3.0439 -1.7728 1.2083 0.8625 -0.2782 0.4949 0.463
H -0.9491 -0.8428 -2.1697 -0.1374 -0.0140 -0.2216 0.156
H -1.7421 2.6042 -1.8427 0.9719 1.2114 0.6785 0.461
O 0.8169 -0.7888 0.4063 2.9345 -0.0842 3.1946 -0.968
H -1.1461 -0.4878 0.3683 -0.7888 0.2040 -0.0730 0.134
H -1.7621 2.3732 0.2843 -0.1367 -0.3130 -0.2760 0.452
```
Positions in Å, forces in eV/Å.

Values from the calculation:
2S+1 = 1
HOMO level = -4.672 eV
largest force on an atom = 0.0931 Eh/bohr
orbital gap = 7.391 eV
net charge = -1
relative energy (zero: lowest compared OMol25 entry of this formula, charge and spin) = 74.7 kcal per mole